[1]
Entry from the OMol25 dataset: 9 unconnected molecules or ions with the total composition C36H85BrN4O12P3 (the ωB97M-V functional and the def2-TZVPD basis).

Element x y z (Å)
1 H 1.372 -2.907 2.655
2 C 2.181 2.124 0.916
3 O -2.837 0.169 -5.872
4 H 1.645 6.873 3.729
5 H 3.100 2.698 -1.506
6 C -3.723 0.231 -7.001
7 H 0.782 9.058 2.923
8 C 4.547 -0.725 -4.007
9 C -6.104 -2.474 6.279
10 H 8.036 -0.044 1.023
11 O -5.680 -2.535 2.720
12 O 1.690 6.496 2.843
13 C 9.299 1.286 -1.060
14 H 0.181 2.963 1.588
15 H -0.766 7.144 3.679
16 H 0.749 6.633 1.059
17 C 0.844 2.293 -8.537
18 H -5.059 -1.787 0.221
19 H -5.877 -0.471 1.052
20 O 6.890 1.373 -0.947
21 C -2.180 -6.488 8.562
22 O -2.554 2.915 -1.465
23 H -4.838 -2.864 2.384
24 H -2.259 -3.002 3.659
25 H -0.224 -5.623 8.779
26 C 4.011 0.632 -3.514
27 H 2.518 -1.417 -4.063
28 H 1.644 3.855 -9.812
29 C -1.177 -2.879 3.742
30 H -0.811 5.656 2.747
31 H -0.591 -3.199 1.263
32 H -7.178 -4.506 1.745
33 H 4.631 1.414 -3.964
34 C -6.581 -2.435 1.616
35 C 8.007 0.487 -1.075
36 H -7.493 -3.766 0.166
37 C 3.353 3.020 1.079
38 H -3.021 2.182 -7.595
39 C 1.951 2.900 -9.383
40 P -1.607 0.034 -1.336
41 H -2.173 0.853 -8.372
42 H 3.652 -2.586 -4.764
43 H 3.006 0.764 -3.945
44 H -0.912 -2.841 4.799
45 H 9.303 2.022 -1.866
46 H 2.224 2.226 -10.195
47 H -2.627 -4.120 9.939
48 H -0.029 2.099 -9.162
49 N 3.608 -2.558 -2.645
50 C -4.712 -2.095 5.802
51 H -0.701 2.213 -0.030
52 H 9.402 1.838 -0.122
53 Br 0.298 0.961 3.466
54 H -0.943 -3.642 10.095
55 O -1.061 2.367 -3.444
56 H -4.306 -1.842 -6.825
57 H 1.305 3.385 -6.723
58 C 0.455 3.212 -7.389
59 H -3.871 -2.339 7.549
60 O 2.565 -0.519 1.997
61 H 0.045 9.024 1.311
62 H -6.871 -2.051 5.630
63 N 0.220 2.433 -0.435
64 C 3.964 0.759 -1.972
65 C 0.660 7.082 2.051
66 O -1.368 -4.437 7.592
67 H -1.399 2.115 -4.322
68 H 6.970 1.830 -0.103
69 C 2.787 1.650 -1.514
70 C 0.824 8.589 1.936
71 P 2.321 1.036 2.505
72 H -0.335 2.757 -6.787
73 H 1.564 -4.656 2.608
74 H 2.044 1.192 -7.460
75 O -0.845 -4.041 1.655
76 C 3.512 -1.867 -3.946
77 H 4.537 -2.957 -2.590
78 H -3.435 0.544 -3.518
79 H -3.814 1.277 -8.896
80 H -5.244 -0.108 5.121
81 N 2.154 1.193 -0.227
82 C -6.791 -3.809 1.001
83 H -4.640 -0.168 6.788
84 H 7.900 -0.020 -2.036
85 N 0.121 0.108 -0.923
86 H -1.510 -5.125 10.882
87 H -2.104 -7.169 9.412
88 H -5.844 -4.220 0.639
89 C 0.815 -1.086 -0.957
90 H -2.951 -1.574 -7.910
91 H 1.386 -3.833 4.168
92 P -2.176 1.868 -2.389
93 C 4.175 3.865 1.151
94 C -3.908 -1.162 -7.580
95 H 8.805 -1.241 -0.035
96 H -6.710 -1.337 -0.251
97 H 2.918 -3.295 -2.580
98 H 1.796 8.837 1.506
99 H 7.040 -1.098 0.031
100 H 2.021 1.573 -2.303
101 H -4.680 0.605 -6.636
102 H -3.515 -0.333 5.449
103 H -0.745 -4.964 3.470
104 H 1.111 4.063 0.624
105 H 10.167 0.637 -1.177
106 H -1.987 -0.162 -6.186
107 H 3.955 -0.220 -1.487
108 H 4.819 4.673 1.407
109 H -6.273 -2.119 7.300
110 H -4.592 -1.148 -8.429
111 H -1.512 7.137 2.070
112 C -0.453 -4.009 3.033
113 C -6.031 -1.450 0.595
114 C 0.777 1.170 -0.552
115 H 2.852 3.061 -8.784
116 O -3.733 -2.688 6.661
117 H -0.931 -1.916 3.285
118 C -1.603 -4.504 9.990
119 C 1.262 -2.133 -0.601
120 H 4.762 -0.597 -5.078
121 H -7.526 -2.062 2.013
122 C -1.261 -5.287 8.731
123 O 1.272 1.033 -8.014
124 H -4.546 -2.495 4.805
125 C -4.523 -0.587 5.784
126 H 0.102 4.177 -7.757
127 H -1.661 -0.987 -2.325
128 C -3.157 1.190 -8.031
129 H -3.221 -6.166 8.466
130 H -6.220 -3.559 6.295
131 C 7.977 -0.537 0.049
132 H 3.270 -0.523 1.332
133 H 4.898 1.257 -1.683
134 H -2.283 -4.129 7.535
135 H 1.852 -2.954 -0.268
136 C -0.690 6.738 2.667
137 C 1.055 -3.842 3.129
138 H -1.930 -7.036 7.653
139 O -3.464 1.483 -3.270
140 C 0.919 3.001 0.782
141 H 5.501 -1.013 -3.552

The calculation puts the HOMO energy at -11.049 eV. The net charge is +1. The multiplicity is 1.

Atom charges from the Mulliken analysis, given in e for atoms 1 to 99: H -0.116; C 2.281; O -0.442; H 0.339; H 0.491; C 0.348; H 0.362; C -0.712; C -1.498; H 0.340; O -0.366; O -0.534; C -1.408; H 0.189; H 0.360; H 0.238; C 0.535; H 0.239; H 0.318; O -0.482; C -1.240; O -0.674; H 0.213; H -0.006; H 0.294; C -0.842; H 0.262; H 0.376; C -0.518; H 0.254; H 0.262; H 0.317; H 0.406; C 0.324; C 0.548; H 0.408; C -2.309; H 0.296; C -1.468; P -0.172; H 0.245; H 0.443; H 0.394; H 0.373; H 0.353; H 0.353; H 0.277; H 0.255; N -0.446; C 1.012; H 0.408; H 0.355; Br -0.212; H 0.303; O -0.397; H 0.338; H 0.359; C -0.932; H 0.302; O -0.378; H 0.369; H 0.358; N -0.100; C 0.125; C 0.563; O -0.377; H 0.289; H 0.275; C -1.021; C -1.448; P 0.082; H -0.021; H 0.323; H 0.325; O -0.552; C -0.680; H 0.188; H 0.268; H 0.444; H 0.377; N 0.960; C -1.332; H 0.401; H 0.203; N 0.749; H 0.396; H 0.400; H 0.337; C -0.861; H 0.350; H 0.417; P 1.201; C 0.069; C -1.352; H 0.406; H 0.430; H 0.233; H 0.356; H 0.278


[2]
Entry from the OMol25 dataset: a molecular structure, C36H85CrF9N4O20S3 (the ωB97M-V functional and the def2-TZVPD basis).

Element x y z (Å)
1 O -2.592 0.696 0.677
2 O -3.486 2.984 0.878
3 S -3.625 1.546 1.212
4 H 2.524 -3.077 -2.195
5 H -1.667 4.824 -0.431
6 H -0.676 7.581 -2.445
7 H -4.839 -2.963 -3.899
8 H -4.690 5.311 -2.890
9 H -3.233 5.758 -3.167
10 H 2.189 -4.060 5.804
11 F -5.270 -0.399 0.371
12 N -3.774 4.914 -3.043
13 C -1.113 -4.307 0.755
14 H 4.035 2.114 0.762
15 H 4.387 0.807 6.991
16 H -0.306 3.644 -6.395
17 H -6.063 0.142 -4.798
18 Cr -0.738 -0.229 0.513
19 C 8.081 2.495 -0.356
20 C 2.947 -3.278 5.799
21 H 2.929 0.177 7.616
22 H 2.666 3.346 -1.429
23 H -4.921 -7.070 -3.594
24 H 0.887 -3.347 3.657
25 H 0.327 6.050 -2.399
26 H 4.127 0.313 0.642
27 H 2.469 -1.707 4.595
28 O -0.368 0.039 2.451
29 H -3.928 -3.199 -1.278
30 H -4.482 3.347 -4.392
31 C 2.387 -7.114 3.433
32 H 2.460 4.020 0.962
33 H -0.262 6.665 -0.854
34 O 1.369 -0.238 4.072
35 O -5.298 -5.025 -3.684
36 H -4.472 -0.655 -4.736
37 H 3.880 -3.796 5.579
38 H -0.041 -4.167 0.614
39 H 4.294 -0.332 8.516
40 C 3.986 -0.066 7.505
41 C -3.225 4.247 -1.809
42 F -5.592 1.348 -0.579
43 H 3.355 -4.528 2.392
44 H 8.387 1.532 -0.767
45 H 1.551 -3.694 -0.876
46 H -5.038 -5.675 -1.602
47 F -6.339 1.130 1.375
48 N 5.303 1.095 2.240
49 O -1.801 -1.989 1.020
50 O 6.825 2.416 0.383
51 O -1.742 5.990 -2.090
52 H -5.805 -3.445 -1.467
53 O 5.071 3.652 4.125
54 H -3.580 -5.208 -2.448
55 C -0.482 0.135 -3.965
56 H 3.553 -0.733 -2.325
57 C -5.010 -6.257 -4.314
58 H 7.991 2.986 -1.325
59 H -1.847 2.942 -3.950
60 C -0.078 4.059 -5.413
61 H 2.107 -2.614 2.468
62 C 5.570 4.654 3.206
63 H 1.479 3.384 2.188
64 H -1.427 -3.303 2.567
65 H -6.634 -1.665 -2.796
66 H -5.503 -2.748 -7.238
67 H -4.145 -6.251 -4.978
68 H 0.452 3.438 -4.691
69 H 1.677 -5.040 2.061
70 H 0.656 4.849 -5.573
71 C 2.835 -2.209 6.965
72 O -2.893 0.280 -2.889
73 F -0.350 1.789 5.868
74 O 3.891 -1.220 6.619
75 C -2.246 3.549 -4.764
76 C -5.355 0.892 0.590
77 H 2.728 0.403 -1.360
78 C 1.915 -3.295 3.298
79 F 0.403 -0.817 -4.358
80 F -1.694 2.057 4.304
81 C -5.647 -1.314 -3.099
82 C 4.666 1.232 0.872
83 H 2.043 1.877 0.678
84 H -3.353 3.164 -1.829
85 H -3.736 -4.246 0.893
86 H -4.572 -1.417 -6.869
87 C -3.722 4.128 -4.387
88 N -4.679 -2.507 -3.012
89 F -1.180 0.341 -5.121
90 H -1.059 4.075 -2.017
91 C 4.035 2.947 3.538
92 H -6.326 -1.105 -7.271
93 C 5.867 1.484 -0.039
94 H 0.668 4.430 0.868
95 H 1.493 2.279 -2.012
96 C -1.772 4.726 -1.511
97 H 2.061 -7.869 4.149
98 O -6.031 -1.794 -5.478
99 H 3.095 -2.824 7.827
100 O 2.202 -5.705 3.786
101 C 2.365 -4.678 2.825
102 H 3.391 -7.358 3.087
103 O -1.179 -0.475 -1.358
104 H -1.671 -4.573 -0.143
105 H 3.655 3.137 2.534
106 C 2.639 -0.614 -1.743
107 C 1.278 2.506 0.223
108 H 2.960 -1.969 -0.065
109 O 1.100 -1.130 0.099
110 O -2.079 -1.954 -3.115
111 C -5.603 -1.760 -6.786
112 O 0.032 1.852 0.233
113 H 4.698 0.905 4.204
114 H 1.832 -0.441 -2.455
115 H 6.112 5.362 3.834
116 O -1.331 4.608 -4.882
117 H -2.481 2.819 -5.538
118 C -0.456 1.726 4.602
119 H 3.204 3.019 4.239
120 C 1.646 3.020 -1.227
121 H -3.755 -2.106 -3.096
122 F 0.409 2.641 4.192
123 F -0.064 1.320 -3.520
124 O -3.608 1.440 2.684
125 C 1.433 3.706 1.148
126 H 0.795 -2.750 -2.095
127 C -4.790 -3.536 -1.853
128 H 6.315 4.399 2.452
129 H 3.397 0.782 3.038
130 H 4.749 5.215 2.760
131 C 1.713 -2.823 -1.512
132 H 1.947 -7.380 2.472
133 H -5.856 -6.639 -4.885
134 C -4.649 -5.006 -2.370
135 C -3.273 -3.774 1.760
136 H -4.023 4.859 -5.139
137 H 3.667 -2.429 3.870
138 H -3.903 4.611 -1.037
139 H 6.136 1.663 2.300
140 C -1.856 -3.259 1.566
141 S -1.798 -0.623 -2.678
142 H -4.009 -3.134 2.246
143 N 2.809 -2.630 4.363
144 H 1.166 3.888 -1.678
145 C -5.535 -0.774 -4.530
146 H 6.382 0.529 -0.134
147 C 4.251 1.390 3.337
148 S -0.043 -0.019 3.912
149 H 5.532 0.130 2.430
150 H -3.231 -4.624 2.441
151 O -0.893 -0.852 4.757
152 H -5.297 -0.575 -2.379
153 H -1.173 -5.238 1.318
154 C 2.149 -1.645 -0.718
155 H 8.896 2.849 0.274
156 C -0.452 6.648 -1.927
157 H 1.832 -1.829 7.159
158 H 5.402 1.792 -0.976

The calculation puts the HOMO energy (spin up / spin down) at -8.564 / -8.641 eV. Its expectation value of S² is 3.78. The net charge is +1. The multiplicity is 4.

Atom charges from the Mulliken analysis, given in e for atoms 1 to 99: O -0.422; O -0.798; S 1.559; H 0.497; H 0.672; H 0.315; H 0.521; H 0.445; H 0.482; H 0.344; F -0.230; N -0.006; C -0.130; H -0.458; H 0.244; H 0.377; H 0.550; Cr 0.744; C -0.827; C -0.538; H 0.329; H 0.528; H 0.335; H 0.432; H 0.193; H 0.306; H 0.063; O -1.037; H 0.248; H 0.408; C -0.830; H 0.325; H 0.287; O -0.806; O -0.344; H 0.054; H 0.461; H -0.777; H 0.332; C -0.798; C -0.889; F -0.267; H 0.304; H 0.323; H 0.175; H 0.501; F -0.213; N 0.014; O -0.467; O -0.275; O -0.558; H 0.309; O -0.454; H 0.461; C 0.120; H 0.579; C -0.828; H 0.336; H -0.333; C -0.517; H -0.157; C -0.695; H 0.013; H -0.084; H 0.732; H 0.250; H 0.313; H 0.028; H 0.318; H 0.293; C -0.699; O -0.617; F -0.226; O -0.351; C 0.288; C 0.564; H -0.417; C -0.193; F -0.212; F -0.139; C -0.275; C 0.259; H -0.833; H -0.107; H 0.135; H 0.285; C -1.014; N 0.370; F -0.258; H -0.403; C 0.425; H 0.300; C -1.142; H 0.172; H 0.093; C 0.644; H 0.306; O -0.392; H 0.501


[3]
Entry from the OMol25 dataset: 14 unconnected molecules or ions with the total composition C36H85IN10O13 (the ωB97M-V functional and the def2-TZVPD basis).

Element x y z (Å)
1 O -1.368 0.309 3.242
2 H 5.094 -4.318 1.882
3 H -2.439 -2.247 -4.886
4 H 3.986 3.149 3.335
5 H -3.549 -3.533 -7.828
6 C 3.951 1.816 0.074
7 O -3.949 2.147 -1.765
8 N 4.412 -3.712 1.450
9 H 4.396 0.096 3.773
10 C 0.590 -4.794 -5.089
11 H 3.543 6.579 3.236
12 H 0.810 -2.990 -6.342
13 H -0.976 -0.437 -5.856
14 N 2.013 1.094 -1.290
15 O 2.111 1.451 3.219
16 N -1.160 -3.439 -6.233
17 H -0.090 -5.640 -4.988
18 C -4.643 -4.409 1.930
19 H 0.460 -4.279 -4.138
20 H 4.978 1.613 0.378
21 C -0.410 3.894 1.962
22 H 0.835 -4.282 3.635
23 H -0.373 -4.269 2.324
24 C -1.474 -2.779 -7.487
25 C 1.903 -1.315 -2.182
26 C -2.430 0.840 3.423
27 H -1.538 -4.539 -1.451
28 I -1.442 -1.942 -0.102
29 H -2.447 -2.449 5.314
30 H 5.458 4.206 3.332
31 H 1.968 0.518 -3.313
32 H 1.793 3.164 -0.719
33 H -1.857 -5.597 -2.812
34 H -3.270 -2.093 -8.505
35 H -0.540 5.487 0.517
36 H -4.937 -2.384 2.592
37 H -2.176 2.020 5.111
38 H -5.436 -0.802 -1.706
39 O 5.390 -1.944 2.329
40 H 3.953 1.616 -2.030
41 C 4.457 -2.411 1.704
42 H 0.298 -2.859 2.859
43 N 0.141 4.091 3.157
44 N 3.196 6.062 4.030
45 C 0.564 -5.729 -0.392
46 C -3.946 0.167 -3.108
47 H 3.971 -4.013 0.592
48 C 4.385 4.146 3.149
49 H 0.613 -4.393 -7.190
50 H 4.158 4.412 2.117
51 H -5.426 0.360 3.604
52 C -0.070 -3.803 3.261
53 H 2.960 -1.568 -2.266
54 N -3.564 -4.749 1.201
55 H 1.632 -5.105 -5.167
56 H -6.346 -2.994 1.781
57 H -3.017 -4.006 0.790
58 H 4.277 1.148 5.170
59 H -0.950 -1.825 -7.541
60 H -1.171 -2.959 -4.064
61 H -3.980 0.556 -0.358
62 O -3.540 0.307 2.995
63 H 2.450 6.532 4.523
64 C -5.128 0.150 -2.139
65 C -0.228 -6.126 -1.667
66 H -5.432 1.558 -0.455
67 C -5.256 -3.015 1.762
68 H 0.005 4.986 3.604
69 H -1.555 -1.645 4.006
70 N 1.372 0.028 4.743
71 H 3.965 5.020 -0.366
72 H 0.418 0.226 4.480
73 H -0.415 3.735 -1.611
74 C -0.019 2.720 -1.640
75 H -3.386 -2.028 -6.763
76 O -0.114 -7.153 -2.321
77 C -3.538 1.646 -2.902
78 H 3.703 9.071 0.334
79 H 3.968 2.878 -0.172
80 C -4.708 1.097 3.246
81 O 4.038 6.906 1.603
82 C 3.396 -1.572 1.224
83 H 1.937 2.944 -2.484
84 H 0.576 3.339 3.671
85 O -1.165 -4.568 5.149
86 H 1.169 0.565 0.148
87 C 1.522 0.166 -2.383
88 N -1.248 -5.284 -2.069
89 H 3.269 6.091 -1.514
90 C -1.127 5.093 1.347
91 H 0.241 -4.815 0.106
92 H -2.608 2.942 3.537
93 H -1.091 -3.276 -8.378
94 H 2.364 5.408 -0.034
95 C -2.765 2.089 4.197
96 O -0.245 2.755 1.495
97 H 2.467 -1.695 1.780
98 H 3.754 -0.558 1.400
99 H -3.042 -5.572 1.467
100 H -0.413 2.405 -2.606
101 C 3.487 1.055 -1.221
102 H 4.020 0.104 -1.228
103 C 3.783 0.332 4.642
104 H 1.236 -1.929 -2.787
105 H -4.928 -2.525 0.845
106 H -4.498 1.439 5.399
107 N -1.751 -2.452 4.582
108 N 3.665 8.212 -0.196
109 C -3.000 -2.622 -7.591
110 H 0.449 -1.291 -5.223
111 H -0.471 2.109 -0.858
112 O -2.813 2.198 -3.736
113 H -2.115 4.792 1.000
114 H 1.671 -1.489 -1.131
115 H -3.202 -0.555 -2.772
116 O 2.957 4.169 5.099
117 C -1.028 -3.615 4.372
118 C 3.495 4.798 4.213
119 C -4.652 1.073 -1.042
120 C 2.351 0.689 4.188
121 H 3.304 -1.769 0.156
122 H 3.241 1.657 0.886
123 H 0.062 -0.260 0.905
124 H -4.951 1.688 2.362
125 H 0.374 -6.446 0.406
126 H 1.627 -5.779 -0.629
127 H -4.784 2.868 4.456
128 H 3.678 -0.482 5.359
129 O -5.240 -5.189 2.687
130 C -1.406 -2.556 -5.049
131 H 0.443 0.215 -2.526
132 C 3.739 7.017 0.399
133 C 0.268 -3.933 -6.264
134 H -1.133 5.974 1.988
135 C 1.516 2.535 -1.566
136 H -6.027 0.631 -2.522
137 H 1.585 -0.354 5.654
138 C -4.260 1.912 4.446
139 C 3.267 5.853 -0.450
140 H 3.540 8.289 -1.195
141 C -0.626 -1.148 -5.109
142 H 0.422 1.241 1.375
143 H -4.196 0.126 -4.168
144 O 0.737 0.418 0.993
145 H -0.750 -0.692 -4.127

The calculation puts the HOMO energy at -7.977 eV. The net charge is 0. The multiplicity is 1.

Atom charges from the Mulliken analysis, given in e for atoms 1 to 99: O -0.234; H 0.253; H 0.275; H -0.243; H 0.301; C -0.505; O -0.395; N -0.340; H 0.192; C -0.833; H 0.415; H 0.326; H 0.477; N 0.654; O -0.052; N 0.039; H 0.307; C 0.541; H -0.132; H 0.585; C 0.501; H 0.395; H -0.063; C -0.426; C -0.060; C -0.021; H -0.064; I -0.855; H 0.207; H 0.442; H 0.454; H -0.232; H 0.192; H 0.414; H 0.270; H 0.024; H 0.354; H 0.345; O -0.653; H 0.486; C 0.158; H -0.311; N -0.027; N -0.306; C -0.639; C 0.225; H 0.184; C 0.065; H 0.449; H -0.263; H 0.316; C 0.050; H 0.359; N -0.239; H 0.435; H 0.407; H -0.039; H 0.266; H 0.317; H -0.295; H -0.188; O -0.085; H 0.205; C -0.670; C 0.649; H 0.324; C -0.450; H 0.186; H 0.067; N -0.111; H -0.008; H -0.026; H 0.393; C -1.374; H 0.177; O -0.681; C 0.519; H 0.247; H -0.240; C -0.366; O -0.745; C 0.802; H 0.553; H 0.008; O -0.690; H -0.332; C -0.777; N -0.171; H 0.344; C -1.581; H -0.013; H -0.101; H 0.472; H -0.163; C 0.008; O -0.963; H 0.004; H -0.593; H 0.216


| no. | energy (eV) |
| --- | --- |
| 1 | -167140.9196 |
| 2 | -170988.1216 |
| 3 | -88333.4828 |